No. 1
33
Properties=species:S:1:pos:R:3:lowdin_charge:R:1 method="wB97M-V/def2-TZVPD" gap_ha=0.3166 e_homo_ev=-7.84 energy_ev=-29603.3913 relative_energy_ev=1.406 total_charge=0 spin_multiplicity=1 smiles=CSc1nccn1CCCc1ccc(O)cc1
C 3.09 -0.69 1.56 -0.3595
S 2.37 -1.36 -0.02 0.8827
C 1.82 0.10 -0.82 -0.6338
N 2.24 1.30 -0.59 0.0583
C 1.52 2.12 -1.44 -0.1630
C 0.65 1.43 -2.20 -0.1081
N 0.81 0.13 -1.83 -0.0801
C 0.22 -1.02 -2.52 -0.1467
C -0.74 -1.85 -1.65 -0.1838
C -1.97 -1.09 -1.09 -0.1529
C -1.67 -0.41 0.23 -0.2378
C -1.30 -1.12 1.38 -0.0421
C -0.98 -0.43 2.55 -0.0122
C -1.05 0.97 2.58 -0.3415
O -0.73 1.64 3.70 0.0594
C -1.48 1.67 1.46 -0.0223
C -1.79 1.00 0.27 -0.0347
H 3.31 -1.54 2.21 0.0331
H 2.38 -0.02 2.07 0.0296
H 3.96 -0.04 1.41 0.0333
H 1.63 3.20 -1.40 0.0945
H -0.11 1.72 -2.92 0.1214
H 1.03 -1.66 -2.86 0.1184
H -0.33 -0.67 -3.39 0.1195
H -0.20 -2.31 -0.81 0.0764
H -1.15 -2.64 -2.30 0.1108
H -2.77 -1.83 -0.97 0.1144
H -2.33 -0.35 -1.82 0.1077
H -1.34 -2.20 1.35 0.1168
H -0.66 -1.01 3.41 0.1171
H -0.82 2.59 3.56 0.1076
H -1.53 2.74 1.47 0.1045
H -2.08 1.61 -0.60 0.1130


No. 2
36
Properties=species:S:1:pos:R:3:lowdin_charge:R:1 method="wB97M-V/def2-TZVPD" gap_ha=0.2323 e_homo_ev=-7.80 energy_ev=-34614.9819 relative_energy_ev=16.789 total_charge=0 spin_multiplicity=1
C -0.23 5.37 -1.83 -0.0887
C 0.41 4.14 -1.11 -0.2490
C -0.13 3.83 0.19 -0.2941
H -1.24 3.72 0.17 0.1231
H -0.28 4.95 0.90 0.2024
C 0.63 2.98 1.02 -0.1966
C 0.61 1.75 0.37 -0.1891
N 1.38 0.96 -0.46 0.0904
C 0.81 -0.10 -0.98 -0.8367
N -0.45 -0.22 -0.60 0.0577
N -0.53 0.90 -0.10 -0.0626
H -1.61 1.17 0.25 0.2183
S 1.57 -1.29 -1.69 1.0436
C 0.51 -2.65 -2.00 -0.3768
C -0.02 -3.16 -0.66 -0.2882
C 1.19 -3.73 0.19 0.1682
C 0.77 -4.28 1.56 0.0347
C -0.44 -4.09 1.97 -0.2737
C -1.49 -3.64 1.09 0.0981
C -1.05 -2.99 -0.08 -0.1433
H -2.01 -2.46 -0.71 0.1944
H -2.27 -3.30 1.55 0.0477
N -0.69 -4.68 3.14 -0.2172
O 0.26 -5.19 3.83 0.0691
O -2.05 -4.52 3.40 -0.0138
H 1.53 -4.90 1.99 0.1230
H 1.99 -3.86 -0.12 -0.0382
H -0.38 -2.23 -2.56 0.1129
H 0.97 -3.26 -2.56 -0.0006
H 0.25 2.76 2.03 0.1503
H 1.68 3.09 0.91 0.1366
H 0.25 3.39 -1.82 0.0877
H 1.53 4.49 -1.10 0.1619
H 0.04 5.64 -2.78 0.0470
H -1.38 5.22 -1.96 0.1197
H -0.11 6.22 -1.45 -0.0181


No. 3
40
Properties=species:S:1:pos:R:3:lowdin_charge:R:1 method="wB97M-V/def2-TZVPD" gap_ha=0.3061 e_homo_ev=-5.43 energy_ev=-70974.9447 relative_energy_ev=2.679 total_charge=-1 spin_multiplicity=1
C -2.57 -3.58 -0.48 -0.0830
C -1.89 -2.40 -1.12 -0.3079
O -2.29 -1.19 -0.44 -0.2302
P -1.90 0.25 -1.04 0.5015
C -0.30 0.60 -0.33 -0.1146
C 0.26 1.69 -0.91 -0.1217
N 1.47 1.83 -1.10 0.1095
O -1.94 0.37 -2.51 -0.2732
O -2.99 1.15 -0.25 -0.2236
C -4.40 0.75 -0.31 -0.2703
C -5.27 1.97 -0.11 -0.0896
H -2.07 -4.49 -0.83 0.0776
H -2.49 -3.53 0.61 0.0773
H -3.62 -3.62 -0.77 0.0693
H -0.80 -2.49 -1.01 -0.0044
H -2.13 -2.32 -2.19 0.1182
H -0.29 0.51 0.77 0.1323
H -4.60 0.30 -1.29 0.1177
H -4.57 0.01 0.49 0.1152
H -6.32 1.65 -0.14 0.0719
H -5.08 2.45 0.85 0.0753
H -5.12 2.69 -0.92 0.0797
Cl 1.12 -3.15 0.42 0.5179
B 1.81 -1.86 -0.73 -1.8559
Cl 3.67 -1.94 -0.73 0.5373
Cl 1.24 -2.11 -2.48 0.5279
O 1.33 -0.52 -0.25 -0.2236
C 2.11 0.60 -0.58 -0.3837
C 3.07 0.99 0.54 -0.1627
C 3.74 2.20 0.43 -0.0429
C 4.61 2.63 1.43 -0.0944
C 4.81 1.82 2.56 -0.1133
C 4.14 0.59 2.67 -0.0873
C 3.27 0.17 1.66 -0.0460
H 2.77 0.32 -1.43 0.1210
H 3.54 2.81 -0.46 0.1064
H 5.12 3.58 1.33 0.0922
H 5.49 2.14 3.35 0.0893
H 4.30 -0.05 3.54 0.0970
H 2.77 -0.79 1.73 0.0937


No. 4
40
Properties=species:S:1:pos:R:3:lowdin_charge:R:1 method="wB97M-V/def2-TZVPD" gap_ha="0.2636 / 0.2778" e_homo_ev="-15.21 / -15.53" energy_ev=-125236.5110 relative_energy_ev=1.551 total_charge=+2 spin_multiplicity=5 s2=6.02
Cr 0.81 0.00 0.39 0.8850
C -0.67 -3.22 -2.39 -0.0201
C 0.64 -2.44 -2.04 -0.2057
C 1.81 -3.14 -1.60 0.0185
C 2.88 -2.37 -1.16 -0.0697
C 2.88 -0.98 -1.05 -0.0804
C 1.76 -0.28 -1.65 -0.1822
C 0.62 -1.03 -2.02 -0.0850
H -0.94 -3.13 -3.49 0.1097
H -1.47 -2.71 -1.84 0.0749
H -0.70 -4.28 -2.17 0.0804
H 1.94 -4.25 -1.55 0.1504
H 3.86 -2.88 -0.94 0.1479
H 3.76 -0.46 -0.67 0.1262
H 1.85 0.72 -1.94 0.0999
H -0.34 -0.57 -2.38 0.1346
N -0.36 2.73 2.65 0.0799
N -1.10 1.67 3.16 0.0495
C -0.60 0.44 3.29 -0.3359
N -1.25 -0.59 3.99 0.1890
N 0.37 0.04 2.42 0.0390
N 1.05 -1.19 2.52 -0.2822
O 1.62 -1.57 1.38 -0.0531
O 1.18 -1.85 3.56 0.1552
H 0.58 2.42 2.38 0.0923
H -0.25 3.52 3.27 0.1143
H -2.06 1.90 3.46 0.2073
H -1.69 -0.18 4.80 0.1186
H -0.46 -1.14 4.39 0.1191
Br -2.87 3.85 -3.38 0.9238
C -1.99 2.81 -2.14 -0.6594
C -0.68 3.26 -1.67 -0.0587
C -0.05 2.57 -0.69 -0.1035
N -0.60 1.35 -0.23 -0.0984
C -1.85 0.96 -0.59 -0.0752
C -2.60 1.67 -1.58 -0.0470
H -0.11 4.02 -2.19 0.1233
H 0.83 2.86 -0.17 0.1088
H -2.32 0.16 -0.10 0.1129
H -3.47 1.31 -2.01 0.0960


No. 5
33
Properties=species:S:1:pos:R:3:lowdin_charge:R:1 method="wB97M-V/def2-TZVPD" gap_ha="0.1274 / 0.1133" e_homo_ev="1.59 / 1.97" energy_ev=-89085.5814 relative_energy_ev=2.799 total_charge=-2 spin_multiplicity=3 s2=2.01
C -0.48 2.86 -0.96 -0.2695
C -1.36 2.63 0.11 -0.3052
C -0.59 2.22 1.22 -0.2972
H -2.43 2.70 0.08 0.0630
C 0.77 2.22 0.84 -0.2634
C 0.84 2.58 -0.52 -0.2665
H 1.73 2.65 -1.11 0.0707
H -0.76 3.19 -1.95 0.0788
H -0.97 1.90 2.17 0.0692
H 1.59 1.93 1.45 0.0743
Pt -0.39 0.63 -0.44 0.9951
Br -2.44 -0.24 0.83 0.0468
C -0.29 -1.35 -1.61 -0.2710
C 0.79 -0.53 -2.02 -0.2366
C 0.25 0.60 -2.64 -0.2977
H 1.83 -0.72 -1.83 0.0836
C -1.17 0.49 -2.61 -0.2536
C -1.49 -0.73 -2.00 -0.3136
H -2.48 -1.10 -1.81 0.0417
H -0.21 -2.26 -1.05 0.0698
H 0.81 1.42 -3.06 0.0726
H -1.87 1.21 -2.99 0.0838
C 1.85 -1.80 2.35 -0.1206
C 0.78 -1.65 1.27 -0.6143
C -0.38 -2.59 1.62 -0.1644
O 0.43 -0.28 1.24 -0.4739
H 1.44 -1.51 3.34 0.0695
H 2.72 -1.14 2.13 0.0652
H 2.21 -2.85 2.41 0.0503
H 1.31 -1.94 0.34 0.0976
H -0.84 -2.28 2.59 0.0638
H -1.17 -2.61 0.86 -0.0018
H -0.02 -3.63 1.72 0.0533


No. 6
38
Properties=species:S:1:pos:R:3:lowdin_charge:R:1 method="wB97M-V/def2-TZVPD" gap_ha="0.3194 / 0.1942" e_homo_ev="-11.31 / -12.27" energy_ev=-114458.5257 relative_energy_ev=0.355 total_charge=+1 spin_multiplicity=5 s2=6.03
Pt 0.47 0.17 0.17 0.9868
Cl -2.74 1.28 -0.08 0.5729
C -3.06 -0.01 -1.26 -0.9204
Cl -2.35 -1.57 -0.75 0.5173
H -2.62 0.26 -2.21 0.0256
H -4.13 -0.14 -1.33 0.0387
C 3.09 -0.58 -1.20 -0.0488
N 2.16 -1.27 -0.30 -0.3572
C 1.65 -2.51 -0.91 -0.0582
C 2.78 -1.51 1.01 -0.1659
C 2.80 -0.25 1.84 -0.2652
C 3.87 0.10 2.64 -0.0185
C 3.79 1.24 3.44 -0.0362
C 2.65 2.03 3.44 -0.0555
C 1.58 1.69 2.62 -0.1014
C 1.66 0.57 1.79 -0.3206
H 3.96 -1.21 -1.39 0.1095
H 3.43 0.35 -0.74 0.0996
H 2.60 -0.36 -2.15 0.0899
H 2.48 -3.20 -1.11 0.1096
H 1.14 -2.26 -1.84 0.0876
H 0.95 -2.99 -0.24 0.0793
H 3.79 -1.92 0.89 0.1401
H 2.19 -2.27 1.53 0.1160
H 4.76 -0.52 2.66 0.1229
H 4.63 1.50 4.08 0.1170
H 2.59 2.90 4.07 0.1157
H 0.68 2.29 2.63 0.0974
Se -0.75 -1.34 2.02 0.9017
C -1.49 0.12 2.79 -0.7345
N -1.97 1.05 3.28 0.1392
C 0.67 3.05 -1.25 -0.0457
O 0.41 2.02 -2.23 -0.0498
C 0.18 0.78 -1.82 -0.5978
O -0.12 -0.10 -2.57 0.0523
H 0.72 3.97 -1.81 0.1027
H 1.62 2.87 -0.75 0.0826
H -0.14 3.09 -0.52 0.0713


no.,molar mass (g/mol)
1,248.4
2,292.4
3,399.4
4,421.2
5,464.3
6,578.2